Entry from the Open Molecules 2025 dataset: a 10-piece molecular cluster, C30H86N6O10 overall in a non-equilibrium geometry (wB97M-V/def2-TZVPD).

Geometry as XYZ:
```
132
Properties=species:S:1:pos:R:3:forces:R:3
C 4.895504 2.856451 2.129042 -0.7 -0.3 0.4
H 4.080814 1.356511 -6.904218 0.3 -0.3 0.0
H -3.826566 3.003271 -0.265058 0.2 -0.4 0.0
N -4.150186 -0.724779 -1.642378 0.1 -0.5 1.7
O -2.537616 4.615431 -0.530498 -1.4 0.1 0.0
C 2.145064 2.400161 -4.695478 -1.4 0.3 1.1
C 3.215724 -3.651079 0.146172 -1.0 1.1 1.1
O 2.628424 1.280681 3.295542 -1.0 0.4 -0.8
O 2.668934 -1.185939 -4.898898 0.7 1.0 1.8
H -1.369306 -6.410999 4.736482 0.4 -0.2 0.1
O 2.455224 3.816091 -1.490238 -1.4 -0.9 0.6
H 2.266094 2.480761 0.151542 0.1 -0.2 -0.7
C -2.028526 -1.636449 1.711972 0.5 -0.5 -0.7
H 2.653454 5.774381 -1.200618 0.2 0.6 -0.4
H 0.648514 3.636841 2.264292 0.0 0.3 0.0
O 0.876864 -4.352619 0.039762 -0.3 0.8 0.5
H -1.324186 -1.492589 -0.936548 -0.2 0.3 -0.6
H -0.894926 1.527941 -5.816498 0.0 -0.7 0.1
H 1.215234 -3.377739 -4.610728 0.2 0.2 0.1
H 5.685604 2.180651 2.456372 0.2 0.3 0.1
H 1.474684 1.544271 -4.773818 0.0 -0.1 0.3
H -2.683446 -1.585999 -2.915528 0.2 0.1 0.5
C 0.877174 -2.668719 -5.366438 0.8 0.2 -0.6
C -0.038316 3.304701 1.485802 1.3 -0.5 0.4
H -0.019836 2.223601 1.623642 -0.2 -0.2 -0.3
H -5.364336 -1.492829 5.530952 0.0 0.0 0.1
H -2.135636 2.447691 -5.100158 0.0 0.3 0.5
H -4.044116 -1.129729 -4.949518 0.1 -0.8 -0.1
H -1.239396 -2.292439 2.079492 -0.2 -0.2 0.2
O -3.811506 1.112371 2.778032 -0.9 0.6 1.2
C -2.864726 -3.485409 4.814922 -1.3 -0.3 0.5
H 0.061944 -1.813149 -0.010658 0.6 0.1 0.1
H 2.886514 -1.528859 0.004712 0.3 0.2 -0.2
C -4.321696 -1.619539 5.239522 -0.3 -0.6 0.5
H -3.621006 1.317641 -3.187778 -0.1 0.3 -0.5
H 1.540144 3.295481 -4.552058 -0.2 0.1 -0.2
H -3.224736 -3.509419 3.786372 0.1 -0.1 -0.4
H -2.185066 0.567071 3.832352 0.2 0.0 0.8
H 0.317604 4.769181 -0.021228 -0.2 0.1 -0.3
H -2.962266 -0.005899 -0.112998 -1.2 -0.3 -0.2
H 1.739704 -1.076629 -6.626978 -0.4 -0.4 -0.6
H -4.286276 -1.410649 4.170312 0.3 -0.1 -0.2
C 3.099374 -2.261649 0.783042 -1.5 -0.3 -0.1
H 2.985524 2.272561 5.013892 0.2 0.6 0.3
C 2.152704 5.145461 -1.936698 0.4 0.7 1.3
C 0.485724 3.699051 0.099792 -2.1 0.0 0.4
C 0.662834 -0.285339 -2.153748 0.3 0.8 -1.0
H 4.183984 -3.428089 -1.573968 0.0 -0.3 -0.5
H 2.272154 -4.949909 -1.214358 0.3 0.1 -0.8
H -2.472456 -4.229029 7.307652 0.0 0.0 0.1
C 1.993804 -4.015269 -0.727448 1.2 -1.1 0.4
C -3.437776 -0.800139 -2.876558 -1.6 0.6 -2.8
H -0.701616 -4.146889 -1.282178 0.1 -0.2 -0.7
H -3.427896 -5.576149 5.223842 -0.7 0.6 0.4
N 4.893174 4.110641 4.194072 -0.4 0.1 0.4
H 4.971454 -2.859549 -0.356498 0.4 -0.1 0.3
C -1.964226 -4.962609 6.681822 -0.2 0.5 0.3
H -4.578636 -1.631229 -1.520408 0.2 -0.4 0.5
H -4.963536 -2.205669 -3.774708 0.4 -0.1 -0.1
H -3.732916 -0.899349 5.807642 0.2 0.2 -0.2
H 2.843264 -2.477839 -6.385038 -0.4 -0.4 -0.5
C -4.509296 -1.234119 -3.969308 1.1 1.1 -0.5
C -0.600536 -0.994369 -0.291398 -0.3 -1.0 0.7
H -0.685136 0.066371 1.547322 0.4 -0.3 0.4
H 5.126314 4.987911 3.751182 0.4 0.0 -0.6
O 0.069674 0.078241 -0.930058 -0.5 -0.4 0.4
H -2.089806 0.894081 -2.479348 0.4 -0.1 0.2
O -2.177956 0.452491 -4.528978 0.2 1.0 0.9
O 3.614604 1.306181 -6.066528 1.0 -1.4 -0.6
H 4.267154 2.254851 1.472272 0.0 0.2 -0.4
H -2.613616 -2.196449 0.982472 -0.2 -0.3 0.1
H 5.285684 3.752451 1.646292 0.2 -0.3 -0.3
H 0.912564 0.095931 3.332622 0.3 0.0 -0.2
H 3.230814 3.912621 2.903022 -0.7 -0.3 0.2
H -3.205216 1.864431 4.638242 -0.2 -0.4 -0.1
C 1.994814 3.493921 -0.145138 0.8 0.4 -0.7
H 0.161824 -1.977879 -4.920218 -0.1 -0.1 0.0
H -5.335746 -0.534459 -4.094038 -0.1 0.4 0.7
H -1.860176 1.049291 -0.130988 0.1 0.8 0.0
C -2.801796 1.457591 3.710972 0.2 -0.3 -1.0
H 2.201994 -2.258129 1.401742 0.1 0.2 0.5
H 0.058964 1.987361 -0.862008 -1.0 -1.5 0.5
H -0.926046 -5.057229 0.167852 -0.2 -0.6 -0.3
H 3.980874 -1.974329 1.356212 -0.1 -0.1 0.0
C -1.373896 -0.516149 0.935442 0.3 1.2 0.5
H 1.848654 -3.220679 -1.459328 -0.4 0.2 -0.2
H -2.054926 -5.920749 7.193512 0.0 -0.1 -0.3
H 2.484304 4.117591 0.602882 0.1 0.5 0.0
N -2.366536 0.486271 0.537372 0.5 -0.2 -0.8
H 4.354954 4.465791 4.971432 -0.2 -0.4 0.5
H 3.634694 3.330261 -5.793158 0.4 0.2 -0.1
O -3.948246 -2.950279 5.598412 0.5 0.0 -0.5
N -1.589576 -5.493499 4.376242 0.9 -0.5 -0.8
H 1.191984 1.014531 4.814872 -0.2 0.5 0.0
C -2.815126 0.585051 -3.232018 0.1 -1.5 -0.7
H 2.203434 -0.330099 4.522292 0.0 -0.4 -0.2
H 3.244154 -4.348669 0.983232 0.1 -0.4 -0.2
H -2.703466 -1.357829 2.521242 0.3 0.4 -0.1
H 0.034384 -5.842819 -1.152758 -0.1 0.1 -0.3
H -0.003646 -0.753309 -2.878268 -0.3 -0.6 0.4
H 3.063794 -0.411369 -5.305988 0.4 0.5 0.3
H -1.035856 3.663641 1.739122 0.1 0.2 -0.4
H -2.150236 2.220691 3.285242 0.2 0.3 0.0
H 0.144944 3.211621 -1.776428 -0.6 0.5 -1.0
C 3.537764 2.055211 4.099612 -1.2 -0.8 -0.3
C 2.070934 -1.852669 -5.936948 -1.2 -1.1 -0.2
C -0.231956 -4.908129 -0.659258 0.3 0.8 1.4
H -2.019926 -5.708959 3.488272 -0.1 0.2 -0.3
H 4.296684 1.316401 4.357082 0.8 0.7 0.2
H 2.454284 5.394561 -2.954098 0.6 -0.8 0.2
H 0.863854 0.654121 -2.668628 0.5 0.2 0.1
H -4.479626 4.535941 0.205522 0.3 0.3 0.0
N -0.292676 2.932961 -0.909858 2.3 1.6 0.2
H 2.753514 2.356461 -3.792158 0.2 -0.4 -0.1
C -2.553126 -4.928299 5.280172 -0.2 0.6 0.3
H -0.716836 1.905441 -4.097608 -0.1 0.1 0.1
H -1.731266 4.094491 -0.525168 0.7 -0.7 0.2
C 4.033584 3.302641 3.317262 1.2 -0.8 0.2
H -3.202866 3.751011 1.226232 -0.2 -0.2 0.1
H -3.358786 0.867371 1.967712 0.3 -0.1 -0.7
C -1.433686 1.644461 -4.876138 -0.9 -0.5 -0.3
C -3.563606 3.945271 0.216172 0.4 0.5 -0.3
H -0.907956 -4.696839 6.639962 0.1 0.0 0.0
H -1.994946 -2.828809 4.836562 0.3 -0.1 0.3
H 1.113544 5.474181 -1.923178 -0.5 -0.6 0.3
C 1.682494 0.475261 4.004502 0.9 0.4 0.5
H -4.987056 -0.162679 -1.703958 0.1 0.7 -0.4
H 1.599184 -0.833809 -2.051178 -0.1 -0.1 0.1
N 4.423194 -3.665239 -0.621798 0.6 -0.3 -1.0
H 0.393894 -3.277639 -6.130488 -0.1 0.2 -0.1
C 2.941674 2.498231 -5.917908 0.3 1.6 -0.5
H 2.381454 2.723561 -6.825368 -0.5 0.0 0.1
```
Forces are in eV/Å.

Calculated values
- Highest occupied orbital energy (alpha / beta): -10.9 / -10.9 eV
- Total charge: +1
- Relative energy (zero: lowest compared OMol25 entry of this formula, charge and spin): 0.0 kcal per mole
- 2S+1: 2
- LUMO level (alpha / beta): -2.01 / -8.67 eV
- Kohn-Sham gap (alpha / beta): 8.885 / 2.225 eV

=====

Entry from the Open Molecules 2025 dataset: C15H16BClN4O2S2Ta as an isolated structure (wB97M-V/def2-TZVPD).

Geometry as XYZ:
```
42
Properties=species:S:1:pos:R:3:forces:R:3
C -4.998409 -2.479471 -0.262859 0.0 0.0 0.0
B 3.013613 2.166313 0.121081 0.0 0.0 0.0
C 2.981397 1.731307 -3.540417 0.0 0.0 0.0
C 0.590620 1.630754 1.244228 -0.2 -0.3 0.3
N 1.983926 1.644585 1.261998 0.0 0.0 -0.2
N 2.487642 0.504811 -3.191338 0.0 0.0 0.0
H 1.224230 1.390645 4.430817 0.0 0.0 0.0
H -4.458654 -0.635838 -1.244310 0.0 0.0 0.0
H 2.243910 -0.200646 -5.132414 0.0 0.0 0.0
H 2.810649 3.345604 0.107074 0.0 0.0 0.0
H 3.441141 1.453400 2.766843 0.0 0.0 0.0
S -0.407508 2.252490 -0.077033 0.2 0.0 0.4
H 3.500710 3.443743 -2.238692 0.0 0.0 0.0
C -4.121050 -1.455844 -0.625368 0.0 -0.3 -0.3
C 1.266160 1.470352 3.354005 0.0 0.1 0.0
H -6.027376 -2.431597 -0.600341 0.0 0.0 0.0
O -0.269280 -1.619693 1.133249 -0.3 0.1 0.7
C 2.361371 0.478846 -1.853906 0.1 0.0 0.2
H 1.262633 -1.043932 -3.925067 0.0 0.0 0.0
C -3.313961 -3.621130 1.010203 -0.1 0.0 0.0
C 3.137282 2.441799 -2.390258 0.0 0.0 0.0
H 4.088416 1.831281 0.511478 0.0 0.0 0.0
H -3.001926 -4.421032 1.671008 0.0 0.0 0.0
S 1.843153 -0.936076 -0.945837 -0.2 -0.1 -0.4
C 2.394768 1.495066 2.503352 0.0 0.1 0.0
N 0.193177 1.585509 2.601415 0.0 0.2 -0.2
H 3.179362 1.996947 -4.565222 0.0 0.0 0.0
N 2.753718 1.648670 -1.338479 -0.1 0.0 0.0
H -1.499977 2.794484 2.822479 0.0 0.0 0.0
Cl -5.730057 -4.784183 0.918499 0.0 0.0 0.0
C -1.184217 1.786394 3.084134 0.0 -0.1 0.0
H -1.188819 1.658441 4.162530 0.0 0.0 0.0
Ta -0.166167 -0.083787 -0.078776 0.4 0.2 -0.5
O -1.930402 -0.544772 -0.500361 -0.1 -0.5 -0.3
C -1.166088 -2.559385 1.318692 -0.1 0.1 -0.4
C -4.602147 -3.570963 0.531775 0.1 0.1 0.0
H -1.854950 1.060479 2.628577 0.0 0.0 0.0
H -0.881165 -3.332704 2.028823 0.0 0.0 0.0
C 2.235622 -0.602476 -4.124069 0.0 0.0 0.0
C -2.390728 -2.594515 0.662033 0.1 0.2 0.2
H 3.017912 -1.352067 -4.025142 0.0 0.0 0.0
C -2.818518 -1.541801 -0.214418 0.1 0.2 0.5
```
Forces are in eV/Å.

Calculated values
- Highest occupied orbital energy: -17.9 eV
- Total charge: +3
- Relative energy (zero: lowest compared OMol25 entry of this formula, charge and spin): 29.6 kcal per mole
- 2S+1: 1
- LUMO level: -12.05 eV
- Kohn-Sham gap: 5.813 eV